C2H5NO2S as an isolated structure at a distorted geometry. Source: the Open Molecules 2025 dataset; level of theory: ωB97M-V/def2-TZVPD.

Results
* energy above the lowest of the compared OMol25 structures with the same formula, charge and spin: 160.1 kcal per mole
* 2S+1: 1
* HOMO: -8.6 eV
* Kohn-Sham gap: 8.7 eV

Structure (XYZ):
```
11
C2H5NO2S, DFT ωB97M-V/def2-TZVPD
C -1.789 -1.373 0.305
C 0.334 -0.010 -0.032
H -1.727 -1.758 1.699
H -1.883 -2.365 -0.713
H -2.476 -0.313 -0.055
H 0.669 1.796 0.390
H -1.773 1.834 0.555
N -0.159 1.154 0.367
O -0.493 -0.985 -0.466
O -1.212 1.622 -0.344
S 1.917 -0.254 0.025
```

=====

C21H43N2OsP3S as an isolated structure at a distorted geometry. Source: the Open Molecules 2025 dataset; level of theory: ωB97M-V/def2-TZVPD.

Results
* energy above the lowest of the compared OMol25 structures with the same formula, charge and spin: 0.0 kcal per mole
* expectation value of S²: 6.0290
* 2S+1: 5
* HOMO (spin up / spin down): -18.7 / -19.7 eV
* Kohn-Sham gap (spin up / spin down): 6.5 / 3.5 eV
* net charge: +4

Structure (XYZ):
```
71
C21H43N2OsP3S, DFT ωB97M-V/def2-TZVPD
Os 1.159 -0.758 -0.270
P 1.620 -2.104 1.368
P 2.602 -0.246 -1.876
P -2.615 1.199 1.984
H -0.876 -1.078 -5.217
C -1.561 -0.658 -4.465
C -1.603 0.651 -4.193
H -0.938 1.373 -4.697
C 0.794 -3.736 1.176
C 3.366 -2.583 1.715
C 1.027 -1.531 3.007
C 2.088 1.024 -3.085
C 4.233 0.370 -1.269
C 3.155 -1.563 -3.036
C -3.404 2.538 1.101
C -1.403 1.799 3.145
C -3.789 0.116 2.770
H -2.203 -1.367 -3.914
H -2.299 1.053 -3.443
H 1.135 -4.434 1.951
H 1.038 -4.143 0.188
H -0.293 -3.605 1.249
H 3.411 -3.510 2.301
H 3.874 -1.781 2.264
H 3.888 -2.743 0.764
H 1.272 -2.270 3.779
H -0.060 -1.390 2.972
H 1.500 -0.577 3.265
H 2.895 1.191 -3.811
H 1.868 1.968 -2.573
H 1.188 0.676 -3.610
H 5.026 0.092 -1.973
H 4.466 -0.068 -0.292
H 4.209 1.461 -1.171
H 3.968 -1.203 -3.678
H 2.309 -1.871 -3.658
H 3.512 -2.428 -2.468
H -3.788 3.247 1.849
H -4.239 2.164 0.493
H -2.676 3.046 0.452
H -1.954 2.136 4.037
H -0.848 2.649 2.724
H -0.697 1.005 3.428
H -4.732 0.106 2.208
H -3.977 0.511 3.779
H -3.397 -0.906 2.845
C -2.912 -0.818 -0.317
C -3.027 -2.205 -0.121
C -3.970 -2.920 -0.868
C -4.803 -2.261 -1.773
C -4.726 -0.871 -1.917
C -3.785 -0.145 -1.186
S -1.571 0.108 0.450
H 2.418 -1.718 -0.567
H -2.373 -2.680 0.592
H -4.041 -4.000 -0.737
H -5.519 -2.827 -2.376
H -5.384 -0.340 -2.609
H -3.676 0.933 -1.298
C 3.074 3.844 2.291
N 2.235 3.038 1.426
C 1.351 3.510 0.462
C 0.830 2.427 -0.174
N 1.400 1.284 0.402
C 2.236 1.684 1.356
H 3.939 4.242 1.743
H 2.501 4.693 2.684
H 3.433 3.230 3.121
H 1.179 4.562 0.290
H 0.104 2.359 -0.981
H 2.832 1.046 1.992
```

=====

C26H56AsBF6MgN2O22 as an isolated structure at a distorted geometry. Source: the Open Molecules 2025 dataset; level of theory: ωB97M-V/def2-TZVPD.

Results
* 2S+1: 1
* HOMO: -8.7 eV
* Kohn-Sham gap: 7.8 eV

Structure (XYZ):
```
115
C26H56AsBF6MgN2O22, DFT ωB97M-V/def2-TZVPD
Mg -3.629 1.710 28.119
O 0.729 2.731 27.424
C 0.578 2.968 28.588
O 1.429 3.354 29.573
B 0.751 3.664 30.807
O -0.664 3.257 30.605
C -0.816 2.723 29.350
O -1.857 2.377 28.759
O 0.833 5.082 31.153
C 1.636 5.190 32.204
O 2.011 6.236 32.696
C 1.947 3.862 32.703
O 1.379 2.995 31.944
O 2.632 3.670 33.686
As -1.789 -1.198 27.499
F -2.382 -1.614 29.131
F -0.488 -0.143 28.324
F -1.216 -0.821 25.848
F -3.116 -2.078 26.745
F -2.976 0.175 27.450
F -0.758 -2.689 27.627
C 2.468 -2.812 26.298
N 3.217 -3.269 27.491
O 3.369 -4.498 27.673
O 3.685 -2.405 28.208
H 3.120 -2.272 25.611
H 1.599 -2.302 26.715
H 2.280 -3.736 25.752
C -0.186 -1.208 23.209
N -0.132 -1.592 21.727
O 0.948 -1.342 21.160
O -1.142 -2.066 21.173
H 0.821 -1.175 23.626
H -0.905 -1.858 23.707
H -0.638 -0.217 23.248
C 3.686 -2.006 22.628
O 2.572 -2.849 23.024
C 2.440 -4.041 22.292
C 1.408 -4.902 22.921
O 0.116 -4.275 23.001
C -0.640 -4.396 24.232
H 3.932 -1.362 23.472
H 3.466 -1.467 21.706
H 4.661 -2.459 22.450
H 3.373 -4.599 22.216
H 2.031 -3.924 21.289
H 1.747 -5.283 23.884
H 1.306 -5.775 22.276
H -1.717 -4.299 24.095
H -0.320 -3.665 24.974
H -0.308 -5.316 24.715
C 0.640 -2.358 30.358
O 0.856 -2.470 31.764
C 2.232 -2.189 32.048
C 2.366 -1.798 33.485
O 1.573 -0.691 33.911
C 2.141 0.284 34.780
H -0.071 -1.544 30.217
H 0.352 -3.313 29.916
H 1.463 -1.951 29.770
H 2.618 -1.362 31.453
H 2.857 -3.043 31.788
H 3.426 -1.614 33.661
H 2.140 -2.670 34.099
H 2.775 0.962 34.210
H 2.705 -0.252 35.543
H 1.385 0.881 35.289
C -2.274 2.059 25.306
O -3.231 2.378 26.361
C -3.293 3.821 26.468
C -4.442 4.248 27.394
O -4.307 3.384 28.521
C -4.998 3.744 29.687
H -2.386 1.056 24.895
H -1.313 2.374 25.713
H -2.451 2.781 24.509
H -3.576 4.280 25.521
H -2.385 4.354 26.748
H -5.430 4.157 26.943
H -4.172 5.280 27.618
H -6.078 3.731 29.536
H -4.689 4.756 29.949
H -4.705 3.121 30.533
C -4.338 -6.010 31.404
O -3.477 -6.241 30.249
C -3.031 -5.012 29.553
C -2.157 -5.391 28.354
O -0.814 -5.677 28.666
C 0.007 -6.253 27.652
H -4.216 -6.884 32.044
H -5.395 -6.055 31.140
H -4.012 -5.124 31.949
H -2.679 -4.270 30.270
H -3.914 -4.501 29.168
H -2.287 -4.811 27.441
H -2.602 -6.329 28.024
H 0.189 -5.406 26.991
H -0.475 -7.045 27.079
H 0.916 -6.580 28.155
C -3.356 0.410 30.986
O -3.968 0.500 29.694
C -5.193 -0.264 29.728
C -5.814 -0.151 28.329
O -5.348 1.070 27.726
C -5.888 1.179 26.319
H -2.429 0.958 31.151
H -3.270 -0.636 31.281
H -4.079 0.775 31.715
H -5.904 0.179 30.425
H -5.171 -1.316 30.013
H -6.901 -0.219 28.281
H -5.438 -1.018 27.787
H -5.438 0.464 25.631
H -5.588 2.167 25.971
H -6.964 1.034 26.219
```

=====

C8H10O as an isolated structure at a distorted geometry. Source: the Open Molecules 2025 dataset; level of theory: ωB97M-V/def2-TZVPD.

Results
* energy above the lowest of the compared OMol25 structures with the same formula, charge and spin: 117.4 kcal per mole
* 2S+1: 1
* HOMO: -8.4 eV
* Kohn-Sham gap: 9.4 eV

Structure (XYZ):
```
19
C8H10O, DFT ωB97M-V/def2-TZVPD
C -1.490 -0.776 -0.814
C -1.477 0.436 0.216
C -0.658 -0.465 1.119
C -0.057 -0.976 -0.218
C 1.330 -1.502 -0.164
C 2.200 -0.487 -0.022
C 0.765 1.707 -0.162
C -0.590 1.634 -0.145
H -2.226 -1.532 -0.576
H -1.554 -0.541 -1.876
H -2.450 0.767 0.564
H -0.003 0.050 1.837
H -1.225 -1.247 1.629
H 0.368 -0.164 -0.860
H 1.708 -2.509 -0.068
H 3.259 -0.564 0.156
H 1.250 2.666 -0.366
H -1.060 2.606 -0.246
O 1.909 0.896 -0.005
```

=====

C23H23F3N4O3S in the gas phase at a distorted geometry. Source: the Open Molecules 2025 dataset; level of theory: ωB97M-V/def2-TZVPD.

Results
* energy above the lowest of the compared OMol25 structures with the same formula, charge and spin: 5.7 kcal per mole
* SMILES: O=C(C[C@@H]1S/C(=N\c2ccccc2F)N(CCN2CCOCC2)C1=O)Nc1ccc(F)cc1F
* 2S+1: 1
* HOMO: -8.1 eV
* Kohn-Sham gap: 8.3 eV

Structure (XYZ):
```
57
C23H23F3N4O3S, DFT ωB97M-V/def2-TZVPD
O 0.985 0.059 -3.490
C 1.541 1.066 -3.117
C 1.090 2.458 -3.550
C -0.001 2.940 -2.575
S 0.595 2.931 -0.862
C -0.157 1.322 -0.584
N 0.072 0.466 0.305
C 0.985 0.490 1.331
C 1.564 1.630 1.891
C 2.468 1.520 2.930
C 2.809 0.279 3.441
C 2.236 -0.868 2.915
C 1.334 -0.751 1.880
F 0.786 -1.868 1.359
N -1.105 1.099 -1.548
C -1.940 -0.082 -1.477
C -2.987 0.033 -0.359
N -3.541 -1.279 -0.089
C -4.929 -1.290 0.341
C -5.091 -0.874 1.808
O -4.325 -1.703 2.655
C -2.958 -1.672 2.298
C -2.746 -2.078 0.834
C -1.159 1.951 -2.614
O -1.975 1.904 -3.496
N 2.566 1.095 -2.219
C 3.036 0.053 -1.420
C 2.607 -1.268 -1.519
C 3.102 -2.233 -0.662
C 4.032 -1.880 0.298
F 4.510 -2.815 1.137
C 4.486 -0.578 0.430
C 3.975 0.365 -0.432
F 4.388 1.650 -0.321
H 1.918 3.167 -3.563
H 0.648 2.388 -4.545
H -0.333 3.944 -2.840
H 1.289 2.605 1.515
H 2.908 2.414 3.345
H 3.516 0.200 4.252
H 2.480 -1.847 3.296
H -2.421 -0.197 -2.448
H -1.292 -0.940 -1.286
H -2.504 0.484 0.521
H -3.787 0.700 -0.687
H -5.516 -0.638 -0.307
H -5.292 -2.316 0.226
H -6.127 -0.984 2.133
H -4.784 0.177 1.936
H -2.453 -2.370 2.965
H -2.553 -0.662 2.473
H -1.690 -1.991 0.583
H -3.055 -3.120 0.706
H 2.953 2.000 -1.978
H 1.878 -1.527 -2.268
H 2.761 -3.253 -0.728
H 5.207 -0.307 1.183
```

=====

A 7-piece molecular cluster, C26H60F3IN8O17P3S overall at a distorted geometry. Source: the Open Molecules 2025 dataset; level of theory: ωB97M-V/def2-TZVPD.

Results
* 2S+1: 1
* HOMO: -4.3 eV
* Kohn-Sham gap: 5.8 eV
* net charge: -1

Structure (XYZ):
```
119
C26H60F3IN8O17P3S, DFT ωB97M-V/def2-TZVPD
C -4.089 5.674 -4.512
C -3.785 5.012 -3.184
O -3.159 5.636 -2.334
N -4.154 3.669 -2.953
C -5.398 3.223 -3.575
C -3.010 2.750 -3.119
C -2.854 1.853 -1.913
C -1.666 0.904 -2.048
C -0.988 0.512 -0.729
C -1.304 -0.903 -0.258
P -3.138 -1.010 0.122
S -3.920 0.416 1.215
O -0.918 -1.762 -1.282
P -0.163 -3.274 -0.815
C -1.798 -4.188 -0.931
C -2.327 -4.677 -2.274
C -1.524 -5.794 -2.923
I -2.821 -3.121 -3.679
O 0.217 -3.568 -2.444
C 1.486 -3.221 -2.898
C 1.645 -1.736 -3.179
N 3.053 -1.325 -3.385
C 3.846 -2.273 -4.148
C 5.226 -1.717 -4.465
C 5.210 -0.594 -5.483
O 5.891 -1.332 -3.267
P 0.868 -5.178 -0.023
C 0.148 -5.535 1.651
C 2.574 -4.645 0.458
O -0.537 -2.782 0.886
C -0.470 -1.422 0.955
C -0.736 -0.951 2.367
F 0.332 -1.348 3.162
F -0.778 0.426 2.453
F -1.852 -1.470 2.954
H -5.158 5.852 -4.586
H -3.610 6.641 -4.513
H -3.817 5.058 -5.361
H -5.269 2.297 -4.126
H -6.132 3.014 -2.799
H -5.842 3.963 -4.229
H -3.127 2.168 -4.032
H -2.110 3.351 -3.245
H -2.806 2.446 -1.008
H -3.777 1.281 -1.819
H -1.908 0.010 -2.614
H -0.918 1.432 -2.639
H -1.201 1.235 0.053
H 0.079 0.565 -0.914
H -3.782 -1.141 -1.121
H -3.317 -2.247 0.757
H 1.092 -2.601 -0.609
H -2.551 -3.521 -0.528
H -1.808 -5.053 -0.275
H -3.303 -5.105 -2.065
H -2.163 -6.430 -3.527
H -0.734 -5.393 -3.542
H -1.058 -6.374 -2.132
H 1.629 -3.750 -3.839
H 2.297 -3.553 -2.246
H 1.252 -1.147 -2.361
H 1.024 -1.486 -4.046
H 3.004 -0.498 -3.963
H 3.404 -2.542 -5.118
H 4.010 -3.191 -3.596
H 5.779 -2.549 -4.907
H 6.233 -0.398 -5.798
H 4.828 0.335 -5.076
H 4.672 -0.892 -6.376
H 6.804 -1.596 -3.353
H 0.275 -6.586 1.887
H -0.914 -5.317 1.693
H 0.656 -4.948 2.410
H 3.316 -5.271 -0.020
H 2.757 -3.598 0.218
H 2.714 -4.754 1.531
H 0.524 -0.995 0.753
C -0.403 4.887 -0.819
N 0.909 4.175 -0.836
O 0.886 2.972 -0.949
O 1.907 4.855 -0.734
H -1.197 4.156 -0.916
H -0.471 5.418 0.125
H -0.405 5.584 -1.650
C 1.458 -3.387 5.724
N 1.985 -4.776 5.822
O 1.961 -5.316 6.910
O 2.410 -5.278 4.809
H 1.128 -3.078 6.708
H 2.264 -2.756 5.364
H 0.638 -3.396 5.012
C 1.025 1.856 4.657
N 1.571 1.143 5.842
O 1.621 1.740 6.900
O 1.934 0.005 5.675
H 0.759 2.863 4.956
H 1.799 1.858 3.897
H 0.157 1.306 4.315
C -6.203 -2.543 -6.493
N -5.228 -1.655 -7.183
O -4.357 -1.161 -6.510
O -5.375 -1.498 -8.377
H -5.936 -2.590 -5.444
H -7.190 -2.115 -6.637
H -6.135 -3.521 -6.960
C 2.239 4.064 9.162
N 1.676 5.406 9.475
O 0.649 5.738 8.930
O 2.298 6.094 10.259
H 1.588 3.570 8.453
H 3.231 4.219 8.746
H 2.297 3.513 10.095
C 4.341 7.850 8.387
N 5.625 7.109 8.269
O 5.573 5.903 8.161
O 6.642 7.764 8.289
H 3.532 7.134 8.357
H 4.355 8.380 9.334
H 4.286 8.544 7.555
```

=====

Calculated energy in order - -682.384453, -2446.790384, -5848.934246, -385.886777, -2032.814086, -4762.845875 Ha